(a)
Below is a 2-piece molecular cluster, C3H11N2S overall, with properties calculated with ωB97M-V/def2-TZVPD.

## Properties
**HOMO level**: -0.5354 Eh

```
! wB97M-V def2-TZVPD RIJCOSX def2/J DEFGRID3
* xyz 1 1
C -0.76 1.01 -2.48
C 1.33 -1.02 1.84
C -0.59 0.20 -1.23
N 0.46 0.06 2.32
N -0.77 0.78 -0.10
S -0.61 -1.55 -1.28
H -1.78 1.16 -2.51
H -0.42 0.49 -3.44
H -0.24 2.02 -2.36
H 1.83 -1.02 0.77
H 0.61 -1.89 1.72
H 1.11 0.78 2.58
H 0.36 -0.19 3.31
H 2.15 -1.30 2.64
H -1.15 1.69 -0.23
H -0.56 0.51 0.93
H -0.95 -1.72 -2.47
*
```

***

(b)
Below is a 2-piece molecular cluster, C3H11N2S overall, with properties calculated with ωB97M-V/def2-TZVPD.

## Properties
**HOMO level**: -0.4968 Eh

```
! wB97M-V def2-TZVPD RIJCOSX def2/J DEFGRID3
* xyz 1 1
C 1.32 1.12 -0.50
C -1.19 1.01 0.22
C 0.02 0.38 -0.32
N 0.04 -0.81 -0.84
N -2.41 0.08 -0.02
S 1.73 -1.87 1.60
H 2.02 0.33 -1.05
H 1.77 1.53 0.36
H 1.13 1.94 -1.18
H -1.39 2.18 0.00
H -0.90 1.15 1.29
H -0.78 -1.32 -0.98
H 0.90 -1.28 -1.01
H -3.11 0.69 -0.60
H -2.72 -0.03 0.93
H 2.50 -2.09 0.52
H 1.07 -3.01 1.56
*
```

***

(c)
Below is a 2-piece molecular cluster, C3H11N2S overall, with properties calculated with ωB97M-V/def2-TZVPD.

## Properties
**HOMO level**: -0.4203 Eh

```
! wB97M-V def2-TZVPD RIJCOSX def2/J DEFGRID3
* xyz 1 1
C 0.37 1.11 -1.56
C 0.56 1.51 -0.18
C -0.39 -0.88 0.72
N -0.10 -2.19 1.45
N -0.22 2.51 0.18
S -1.50 -1.50 -0.78
H 1.20 0.51 -2.02
H -0.54 0.57 -1.71
H 0.24 2.05 -2.12
H 1.13 1.16 0.68
H -1.24 -0.48 1.46
H 0.70 -2.01 2.02
H -0.97 -2.65 1.85
H -0.97 2.97 -0.30
H 0.02 2.86 1.09
H 0.24 -2.91 0.74
H -0.78 -2.52 -1.03
*
```

***

How do the energies compare? Relative to the most stable structure, in eV: (a) 0.222; (b) 0.000; (c) 2.401.

***

(a)
Below is a 2-piece molecular cluster, C3H11N2S overall, with properties calculated with ωB97M-V/def2-TZVPD.

## Properties
**HOMO level**: -0.4570 Eh

```
! wB97M-V def2-TZVPD RIJCOSX def2/J DEFGRID3
* xyz 1 1
C -2.10 2.07 -0.49
C -2.04 1.68 1.02
S -1.40 -0.10 1.19
H -3.15 2.12 -0.78
H -1.49 2.94 -0.71
H -1.60 1.29 -1.08
H -3.06 1.65 1.38
H -1.36 2.35 1.53
H -1.35 0.17 2.52
N 1.20 -1.42 -0.02
C 2.24 -2.17 -0.30
N 3.10 -1.83 -1.24
H 1.01 -0.58 -0.55
H 0.40 -1.83 0.43
H 2.61 -2.89 0.43
H 4.09 -2.05 -1.18
H 2.89 -1.41 -2.15
*
```

***

(b)
Below is a 2-piece molecular cluster, C3H11N2S overall, with properties calculated with ωB97M-V/def2-TZVPD.

## Properties
**HOMO level**: -0.4630 Eh

```
! wB97M-V def2-TZVPD RIJCOSX def2/J DEFGRID3
* xyz 1 1
C -1.67 -1.63 -1.13
S -0.60 -0.66 0.00
C -0.95 -1.56 1.60
H -2.64 -1.82 -0.69
H -1.80 -1.10 -2.07
H -1.11 -2.54 -1.33
H -1.81 -1.13 2.11
H -0.09 -1.29 2.21
H -1.10 -2.61 1.40
N 2.42 1.11 0.04
C 1.70 2.07 -0.51
N 0.40 2.18 -0.35
H 1.92 0.42 0.56
H 3.42 1.26 0.11
H 2.18 2.78 -1.18
H 0.04 3.12 -0.36
H -0.31 1.40 -0.41
*
```

***

How do the energies compare? Relative to the most stable structure, in eV: (a) 0.252; (b) 0.000.

***

(a)
Below is a 2-piece molecular cluster, C3H11N2S overall, with properties calculated with ωB97M-V/def2-TZVPD.

## Properties
**HOMO level**: -0.5046 Eh

```
! wB97M-V def2-TZVPD RIJCOSX def2/J DEFGRID3
* xyz 1 1
C -1.50 -0.32 -1.17
C -0.20 0.60 0.91
C 1.00 -0.31 0.73
N -0.01 1.90 0.73
N 0.71 -1.68 0.68
S 2.21 0.62 -0.55
H -1.44 0.77 -1.16
H -2.35 -0.69 -1.88
H -1.47 -0.86 -0.20
H -1.02 0.29 1.44
H 1.58 -0.05 1.58
H 0.91 2.16 0.31
H -0.77 2.57 0.87
H 1.39 -2.35 0.54
H -0.29 -1.92 0.36
H -0.59 -0.67 -1.64
H 1.86 -0.08 -1.55
*
```

***

(b)
Below is a 2-piece molecular cluster, C3H11N2S overall, with properties calculated with ωB97M-V/def2-TZVPD.

## Properties
**HOMO level**: -0.4527 Eh

```
! wB97M-V def2-TZVPD RIJCOSX def2/J DEFGRID3
* xyz 1 1
C -1.99 -2.59 -0.24
C -0.54 -2.97 -0.06
S 0.50 -1.49 0.25
H -2.11 -2.00 -1.14
H -2.33 -1.95 0.57
H -2.65 -3.46 -0.29
H -0.41 -3.51 0.88
H -0.11 -3.55 -0.86
H 1.01 -1.32 -0.98
N 1.38 2.12 0.09
C 0.76 3.25 -0.18
N -0.50 3.48 0.06
H 0.75 1.32 0.21
H 2.25 1.99 -0.42
H 1.33 4.06 -0.62
H -0.97 4.27 -0.37
H -1.10 2.71 0.33
*
```

***

How do the energies compare? Relative to the most stable structure, in eV: (a) 2.288; (b) 0.000.

***

(a)
Below is a 2-piece molecular cluster, C3H11N2S overall, with properties calculated with ωB97M-V/def2-TZVPD.

## Properties
**HOMO level**: -0.4501 Eh

```
! wB97M-V def2-TZVPD RIJCOSX def2/J DEFGRID3
* xyz 1 1
C -1.46 -0.56 -1.92
S -0.98 0.06 -0.27
C -2.56 0.57 0.42
H -2.52 -0.40 -2.06
H -0.87 -0.05 -2.67
H -1.24 -1.62 -1.96
H -2.43 1.42 1.07
H -3.05 -0.24 0.94
H -3.23 0.87 -0.39
N 1.85 -0.06 1.91
C 2.73 0.02 0.95
N 2.41 0.02 -0.31
H 0.90 -0.40 1.79
H 2.19 -0.05 2.87
H 3.78 0.13 1.23
H 3.06 0.21 -1.06
H 1.42 0.08 -0.54
*
```

***

(b)
Below is a 2-piece molecular cluster, C3H11N2S overall, with properties calculated with ωB97M-V/def2-TZVPD.

## Properties
**HOMO level**: -0.4572 Eh

```
! wB97M-V def2-TZVPD RIJCOSX def2/J DEFGRID3
* xyz 1 1
C 1.38 -0.47 -2.11
S 1.15 0.72 -0.69
C -0.34 1.64 -1.28
H 0.59 -0.22 -2.80
H 2.36 -0.24 -2.53
H 1.34 -1.47 -1.71
H -1.04 1.72 -0.46
H -0.82 0.99 -2.00
H -0.07 2.63 -1.62
N -0.47 -1.38 1.02
C -0.56 -0.92 2.24
N -0.45 0.37 2.54
H 0.36 -1.16 0.43
H -0.91 -2.25 0.73
H -0.96 -1.56 3.02
H -0.94 0.59 3.40
H -0.63 1.02 1.79
*
```

***

How do the energies compare? Relative to the most stable structure, in eV: (a) 0.000; (b) 0.917.

***

(a)
Below is a single C22H27N3O3S molecule, with properties calculated with ωB97M-V/def2-TZVPD.

## Properties
**HOMO level**: -0.3065 Eh
**SMILES string**: Cc1ccc(-c2nc3c(c(SCC(=O)N4CCOCC4)n2)COC(C)(C)C3)cc1

```
! wB97M-V def2-TZVPD RIJCOSX def2/J DEFGRID3
* xyz 0 1
C -5.85 -3.70 -0.48
C -4.78 -2.70 -0.20
C -3.46 -3.10 -0.02
C -2.46 -2.18 0.23
C -2.77 -0.83 0.30
C -1.72 0.16 0.56
N -1.97 1.44 0.30
C -1.00 2.30 0.53
C 0.25 1.93 1.02
C 0.40 0.57 1.28
S 1.90 -0.06 1.95
C 1.52 -1.84 2.05
C 1.75 -2.58 0.74
O 0.82 -3.09 0.16
N 3.02 -2.66 0.29
C 4.21 -2.07 0.86
C 4.78 -1.06 -0.14
O 5.05 -1.66 -1.39
C 3.88 -2.23 -1.94
C 3.28 -3.28 -1.00
N -0.57 -0.29 1.06
C 1.26 3.01 1.16
O 1.29 3.83 0.02
C 0.04 4.31 -0.50
C -0.04 3.87 -1.96
C 0.05 5.84 -0.41
C -1.18 3.76 0.27
C -4.08 -0.41 0.11
C -5.07 -1.34 -0.13
H -6.81 -3.37 -0.08
H -5.96 -3.83 -1.56
H -5.61 -4.67 -0.05
H -3.21 -4.15 -0.08
H -1.44 -2.50 0.35
H 2.13 -2.24 2.86
H 0.46 -1.91 2.30
H 4.01 -1.58 1.80
H 4.95 -2.87 1.02
H 5.73 -0.66 0.21
H 4.07 -0.23 -0.27
H 4.17 -2.68 -2.88
H 3.13 -1.44 -2.12
H 2.33 -3.66 -1.39
H 3.98 -4.10 -0.86
H 2.27 2.61 1.26
H 1.04 3.61 2.06
H -0.90 4.32 -2.45
H 0.87 4.16 -2.48
H -0.14 2.78 -2.02
H -0.88 6.25 -0.80
H 0.88 6.23 -0.99
H 0.18 6.16 0.62
H -1.26 4.27 1.23
H -2.09 3.93 -0.29
H -4.31 0.64 0.16
H -6.10 -1.01 -0.28
*
```

***

(b)
Below is a single C22H27N3O3S molecule, with properties calculated with ωB97M-V/def2-TZVPD.

## Properties
**HOMO level**: -0.2867 Eh
**SMILES string**: CCOc1ccc2nc(NC(=O)[C@@]34C[C@@H]5C[C@@H](C[C@@](NC(C)=O)(C5)C3)C4)sc2c1

```
! wB97M-V def2-TZVPD RIJCOSX def2/J DEFGRID3
* xyz 0 1
C 3.46 -2.02 7.62
C 4.18 -2.96 6.65
O 3.30 -3.85 5.99
C 2.52 -3.40 4.97
C 1.63 -4.35 4.46
C 0.79 -4.06 3.41
C 0.83 -2.79 2.85
N 0.06 -2.34 1.81
C 0.34 -1.12 1.52
N -0.29 -0.44 0.51
C 0.01 0.87 0.21
O 0.85 1.47 0.83
C -0.79 1.45 -0.95
C -0.38 2.92 -1.14
C -1.15 3.52 -2.31
C -2.65 3.45 -2.04
C -3.06 1.99 -1.85
C -2.74 1.20 -3.13
C -1.23 1.28 -3.41
N -0.91 0.52 -4.61
C -1.41 0.75 -5.85
C -0.86 -0.18 -6.90
O -2.23 1.61 -6.09
C -0.83 2.75 -3.59
C -0.46 0.67 -2.24
C -2.30 1.38 -0.67
S 1.58 -0.33 2.48
C 1.73 -1.84 3.36
C 2.58 -2.13 4.42
H 2.76 -1.38 7.09
H 4.19 -1.40 8.13
H 2.91 -2.61 8.35
H 4.86 -3.61 7.20
H 4.77 -2.39 5.92
H 1.62 -5.33 4.92
H 0.10 -4.79 3.02
H -1.00 -0.95 0.02
H -0.59 3.47 -0.22
H 0.69 2.98 -1.31
H -0.85 4.57 -2.44
H -2.89 4.02 -1.14
H -3.20 3.88 -2.87
H -4.13 1.93 -1.65
H -3.03 0.16 -3.02
H -3.28 1.62 -3.97
H -0.20 -0.20 -4.52
H -1.33 0.04 -7.86
H 0.22 -0.04 -6.99
H -1.06 -1.22 -6.64
H 0.24 2.81 -3.81
H -1.37 3.17 -4.44
H -0.74 -0.38 -2.13
H 0.61 0.73 -2.43
H -2.62 0.35 -0.53
H -2.52 1.93 0.24
H 3.25 -1.37 4.77
*
```

***

How do the energies compare? Relative to the most stable structure, in eV: (a) 1.967; (b) 0.000.

***

(a)
Below is a single C5H7ClO2 molecule, with properties calculated with ωB97M-V/def2-TZVPD.

## Properties
**HOMO level**: -0.3507 Eh
**SMILES string**: O[C@]12C[C@@H]1OC[C@@H]2Cl

```
! wB97M-V def2-TZVPD RIJCOSX def2/J DEFGRID3
* xyz 0 1
O -1.34 0.30 -0.98
C 0.04 -0.11 -0.87
C -0.10 -1.49 -1.27
C -0.16 -0.97 0.17
O -0.92 -0.55 1.29
C -0.03 0.62 1.53
C 0.68 0.90 0.21
Cl 0.43 2.66 -0.10
H -1.41 0.94 -1.63
H 0.88 -2.03 -1.46
H -0.96 -1.41 -2.10
H 0.74 -1.53 0.70
H 0.83 0.32 2.10
H -0.50 1.55 2.23
H 1.84 0.77 0.20
*
```

***

(b)
Below is C5H7ClO2 as an isolated structure, with properties calculated with ωB97M-V/def2-TZVPD.

## Properties
**HOMO level**: -0.3395 Eh

```
! wB97M-V def2-TZVPD RIJCOSX def2/J DEFGRID3
* xyz 0 1
C -2.55 1.19 0.02
C -1.79 -0.46 0.66
C -0.58 0.29 -0.06
C -0.10 -0.47 -1.28
C 0.54 0.66 0.89
O -3.47 1.86 0.30
O -1.35 1.44 -0.49
Cl -2.45 -1.85 -0.06
H -1.79 -0.53 1.80
H 0.20 0.13 -2.15
H -0.97 -1.12 -1.71
H 0.69 -1.06 -1.09
H 0.90 1.53 0.44
H 1.23 -0.07 1.04
H 0.22 0.80 1.83
*
```

***

How do the energies compare? Relative to the most stable structure, in eV: (a) 4.851; (b) 0.000.